1.
Below is one molecule with the formula C13Br10O3, with properties calculated with wB97M-V/def2-TZVPD.

Results
DFT total energy in eV: -720047.2827
Max |F| in eV/Å: 3.96
SMILES: O=C(Oc1c(Br)c(Br)c(Br)c(Br)c1Br)Oc1c(Br)c(Br)c(Br)c(Br)c1Br
Energy relative to the best compared isomer or geometry (same formula, charge and spin) in kJ/mol: 0.0
Orbital gap in eV: 8.89
E_HOMO in Ha: -0.34975
LUMO energy in eV: -0.63

```
26
Properties=species:S:1:pos:R:3:forces:R:3
O 0.3177 0.4308 1.0638 1.5 0.2 -1.9
C 0.9740 0.4641 0.0260 -1.7 0.6 3.5
O 2.1102 1.1781 -0.1425 -0.1 -0.4 -0.6
C 2.5286 1.8457 0.9810 0.4 0.5 1.5
C 3.2413 1.1625 1.9960 -0.3 -0.2 0.0
Br 3.7515 -0.6714 1.7328 -0.4 0.9 -0.1
C 3.5222 1.8060 3.2167 0.2 -0.9 -0.6
Br 4.2912 0.7778 4.6702 -0.4 0.7 -0.9
C 3.2394 3.1651 3.3277 0.6 0.1 1.1
Br 3.8113 4.0092 4.9148 -0.2 0.3 -0.1
C 2.6273 3.8890 2.3196 -0.6 0.3 -0.7
Br 2.2031 5.7496 2.4625 0.4 -0.8 0.3
C 2.2313 3.2119 1.1645 -0.2 -0.2 -1.2
Br 1.3261 4.1644 -0.2814 0.6 -0.9 0.9
O 0.6262 -0.1571 -1.0752 0.4 -0.2 -1.3
C -0.6051 -0.7778 -1.0631 -0.8 -0.9 0.2
C -1.7079 -0.1429 -1.6474 -0.3 0.5 0.1
Br -1.4939 1.6156 -2.3694 0.2 -0.7 0.4
C -2.9773 -0.7593 -1.6685 1.2 0.0 -0.1
Br -4.4478 0.0976 -2.4791 0.3 -0.2 0.2
C -3.0580 -2.0538 -1.1491 -1.4 -0.1 -0.2
Br -4.7270 -2.9582 -1.2479 0.1 0.2 0.0
C -1.9915 -2.7258 -0.5861 1.6 0.2 0.1
Br -2.1506 -4.5070 0.0344 0.1 0.4 -0.1
C -0.7323 -2.0788 -0.5419 0.0 -0.1 -0.2
Br 0.8488 -2.9765 0.1004 -0.9 0.6 -0.3
```
Positions in Å, forces in eV/Å.

Löwdin atomic charge list, values in e, 6 entries: number 1, O, carries 0.14; number 2, C, carries -0.59; number 3, O, carries 0.05; number 4, C, carries -0.32; number 5, C, carries -0.57; number 6, Br, carries 0.79


2.
Below is a 7-piece molecular cluster, C12H17Cl18FO3S overall, with properties calculated with wB97M-V/def2-TZVPD.

Results
DFT total energy in eV: -257817.3952
Max |F| in eV/Å: 4.32
SMILES: CCSCOC(=O)OCCF.ClC(Cl)Cl.ClC(Cl)Cl.ClC(Cl)Cl.ClC(Cl)Cl.ClC(Cl)Cl.ClC(Cl)Cl
Orbital gap in eV: 9.36
E_HOMO in Ha: -0.33740
LUMO energy in eV: 0.18

```
52
Properties=species:S:1:pos:R:3:forces:R:3
C 2.3445 -3.8582 0.5237 0.4 1.0 0.2
C 2.1094 -2.4504 1.1221 -0.6 -0.8 -0.8
S 2.4165 -1.1639 -0.1234 0.0 0.5 0.4
C 0.8054 -0.3916 -0.4496 0.4 -1.3 0.1
O 0.2178 -0.8326 -1.6809 0.6 0.5 0.0
C -0.8317 -1.6445 -1.4752 2.7 -0.1 -0.4
O -1.9098 -1.3251 -1.7311 -4.1 1.0 -0.7
O -0.4714 -2.8349 -1.0325 0.6 -0.8 1.2
C -1.4610 -3.5084 -0.2475 0.0 -0.5 0.0
C -1.8849 -2.8177 1.0168 0.3 -0.3 0.1
F -2.9660 -2.0011 0.8564 -0.7 0.7 -0.2
H 2.3409 -3.7748 -0.5510 -0.2 -0.2 -0.4
H 3.3275 -4.1969 0.8063 0.3 -0.4 0.1
H 1.5906 -4.5511 0.8592 -0.2 -0.4 0.1
H 2.7058 -2.2916 2.0018 0.4 0.3 0.2
H 1.0796 -2.4178 1.4427 -0.4 0.4 0.1
H 0.9381 0.6672 -0.4716 0.1 0.6 -0.4
H 0.0993 -0.6085 0.3361 0.0 -0.1 0.6
H -2.3290 -3.7898 -0.8255 -0.3 0.2 -0.4
H -0.9996 -4.4329 0.0582 0.4 -0.3 0.0
H -1.0887 -2.2363 1.4562 0.5 0.3 0.0
H -2.1514 -3.5622 1.7533 -0.2 -0.4 0.2
Cl 1.7003 0.1599 -4.9233 0.0 0.1 0.0
C 2.2005 1.5169 -3.9180 0.1 -0.1 -0.1
Cl 2.9683 0.9482 -2.4329 0.2 0.2 -0.2
Cl 3.2821 2.5902 -4.8156 0.0 0.0 0.1
H 1.3221 2.0798 -3.6408 -0.1 0.0 0.0
Cl -1.1801 1.4631 -3.3579 -0.2 0.0 0.0
C -2.1334 2.0161 -4.7360 0.2 0.0 0.0
Cl -1.2653 3.2668 -5.6314 0.0 0.0 0.0
Cl -2.5416 0.6615 -5.7894 0.0 0.0 0.0
H -3.0538 2.4442 -4.3600 0.0 0.0 0.0
Cl -0.5896 1.7234 1.8406 -0.1 0.1 0.1
C -1.1105 0.7523 3.2168 0.1 0.0 0.0
Cl 0.2603 -0.1038 3.9278 0.0 0.0 0.0
Cl -1.9206 1.7527 4.4225 -0.1 0.0 0.0
H -1.8199 0.0163 2.8584 0.0 0.0 0.0
Cl -6.3907 1.1700 -0.8375 0.0 0.0 0.0
C -5.5222 -0.1917 -1.5528 0.0 0.1 -0.1
Cl -6.6530 -1.3630 -2.2339 0.0 0.0 0.0
Cl -4.3830 0.3629 -2.7768 -0.2 -0.1 0.0
H -4.9577 -0.6819 -0.7702 0.0 0.0 0.0
Cl -1.7692 3.7539 8.5354 0.0 0.0 0.0
C -0.4303 3.4998 7.4139 0.1 0.0 0.1
Cl 0.7028 4.8504 7.4753 0.0 0.0 0.0
Cl 0.3913 1.9768 7.7543 0.0 0.0 0.0
H -0.8349 3.4456 6.4124 0.0 0.0 0.0
Cl 4.5775 3.4882 -0.1615 0.0 0.0 0.0
C 5.9285 3.1701 -1.2495 0.0 0.0 0.0
Cl 7.0532 4.5302 -1.2683 0.0 0.0 0.0
Cl 6.7558 1.6790 -0.7972 0.0 0.0 0.0
H 5.5314 3.0449 -2.2490 0.0 0.0 0.0
```
Positions in Å, forces in eV/Å.

Löwdin atomic charge list, values in e, 6 entries: number 1, C, carries -0.15; number 2, C, carries -0.51; number 3, S, carries 0.88; number 4, C, carries -0.50; number 5, O, carries -0.07; number 6, C, carries -0.67